1.
Density functional theory data (ωB97M-V/def2-TZVPD) for 13 unconnected molecules or ions with the total composition C35H87N9O13S4 in a non-equilibrium geometry.

The HOMO-LUMO gap is 8.7 eV. Its relative energy (zero: lowest compared OMol25 entry of this formula, charge and spin) is 0.0 kcal per mole. Its LUMO energy is -0.00430 Eh. For the HOMO energy, the calculation gives -0.32392 Eh. The value obtained for the largest force on an atom is 2.406 eV/A. As for the total energy: -4449.49030 a.u.

XYZ file:
```
148
C35H87N9O13S4 (ωB97M-V/def2-TZVPD)
C 6.1380 1.6712 0.0434
C 4.9927 0.7584 0.3421
O 4.8494 -0.2873 -0.2980
N 4.1648 1.1133 1.3283
C 3.0848 0.3299 1.8938
H 6.2500 2.5003 0.7426
H 6.0902 2.0572 -0.9763
H 7.0842 1.1272 0.0324
H 4.2834 2.0344 1.7323
H 2.8697 -0.4835 1.2046
H 2.1618 0.8944 1.9983
H 3.3247 -0.0826 2.8744
C -3.6936 -4.6024 -2.8094
C -3.9484 -5.5790 -1.6837
O -3.9431 -6.7949 -1.9127
N -4.2378 -5.1150 -0.4620
C -4.2833 -3.7249 -0.0693
H -2.8803 -3.9039 -2.5852
H -4.5438 -3.9469 -3.0224
H -3.4232 -5.0928 -3.7396
H -4.2834 -5.8732 0.2025
H -3.3449 -3.1707 -0.0101
H -4.7539 -3.5616 0.8995
H -4.9519 -3.2682 -0.8003
C 2.3970 -1.7801 7.0356
C 1.2656 -1.7639 6.0250
O 0.5369 -2.7176 5.8108
N 1.0722 -0.5652 5.4318
C 0.1203 -0.3897 4.3479
H 1.9377 -1.3393 7.9319
H 3.2370 -1.1534 6.7579
H 2.5757 -2.7978 7.3708
H 1.6554 0.1887 5.7442
H -0.8830 -0.5400 4.7598
H 0.2588 -1.0582 3.5053
H 0.1585 0.6425 4.0092
C -1.4429 4.9646 -0.4543
C -1.0553 3.9034 -1.4677
O 0.1027 3.4885 -1.4973
N -1.9712 3.3887 -2.2919
C -3.4068 3.6148 -2.2966
H -1.4445 4.4747 0.5188
H -2.3523 5.5138 -0.6889
H -0.6542 5.7166 -0.4757
H -1.6145 2.6669 -2.9090
H -3.8859 3.1912 -3.1731
H -3.6286 4.6816 -2.2945
H -3.8001 3.1398 -1.3939
C -0.4895 -3.7079 2.7900
C 0.9952 -3.9138 2.6150
O 1.6360 -3.1522 1.9017
N 1.6078 -4.9751 3.2008
C 0.9890 -5.8905 4.1442
H -1.0057 -4.6159 2.4622
H -0.8339 -2.7796 2.3610
H -0.6930 -3.8022 3.8644
H 2.6103 -4.9066 3.2400
H 0.3005 -6.5528 3.6104
H 0.4107 -5.3845 4.9188
H 1.7458 -6.5367 4.5798
C -1.8638 -0.8410 -5.6245
C -2.4591 -0.3533 -4.3068
O -1.9600 0.6230 -3.7392
N -3.6309 -0.8872 -3.9485
C -4.3504 -0.4764 -2.7580
H -2.2789 -0.3229 -6.4904
H -2.0434 -1.9109 -5.7641
H -0.7879 -0.7048 -5.7097
H -4.1520 -1.3831 -4.6531
H -4.8009 -1.3494 -2.2878
H -5.1097 0.2942 -2.8893
H -3.6694 -0.1240 -1.9906
C -2.2525 2.7569 3.1342
C -2.1429 4.2025 3.5742
O -1.2711 4.9520 3.1428
N -3.0303 4.6421 4.4845
C -2.8996 5.9614 5.1050
H -2.5867 2.1789 3.9976
H -1.3725 2.2628 2.7241
H -2.9499 2.8068 2.2946
H -3.6310 3.9603 4.9143
H -3.1658 6.7172 4.3728
H -1.8795 6.1342 5.4444
H -3.5241 5.9291 5.9943
C 3.1717 -0.8744 -3.3277
C 4.3310 -1.6844 -3.8463
O 4.4734 -1.9223 -5.0402
N 5.2089 -2.0626 -2.8989
C 6.4961 -2.6867 -3.1164
H 2.7653 -1.3285 -2.4202
H 2.3547 -0.9029 -4.0464
H 3.5137 0.1363 -3.1108
H 4.9682 -1.7735 -1.9595
H 7.2662 -1.9088 -3.0387
H 6.6346 -3.1117 -4.1037
H 6.7071 -3.3578 -2.2865
C 1.4108 3.6735 1.8799
C 2.6929 4.0167 1.1753
O 3.7112 4.2386 1.8391
N 2.7025 4.0216 -0.1665
C 3.8656 4.2275 -0.9911
H 1.6741 3.4999 2.9191
H 0.9163 2.7893 1.4703
H 0.6679 4.4678 1.7947
H 1.8451 3.9559 -0.7044
H 3.9547 3.4482 -1.7471
H 4.7695 4.2419 -0.3821
H 3.8613 5.2282 -1.4353
C 2.2127 4.3950 -4.5333
S 0.8090 3.8633 -5.5544
O 1.3889 3.8285 -6.9456
C 0.8118 2.1289 -5.0115
H 2.0363 4.1624 -3.4803
H 2.3970 5.4600 -4.6674
H 3.1436 3.9035 -4.8214
H 0.0283 1.6115 -5.5626
H 0.6546 2.0318 -3.9367
H 1.7306 1.6091 -5.2906
C 0.9329 0.4314 -0.9829
S -0.4821 0.5962 0.1123
O -0.0644 0.2666 1.5251
C -1.4961 -0.8219 -0.4546
H 1.5795 -0.4008 -0.7039
H 1.5284 1.3444 -0.9477
H 0.5967 0.3441 -2.0182
H -1.5549 -0.8683 -1.5395
H -2.4987 -0.8672 -0.0321
H -0.9298 -1.6574 -0.0336
C 1.3822 -5.5638 -0.8855
S -0.1274 -4.6836 -1.4146
O -1.0426 -4.4460 -0.2610
C 0.7522 -3.1329 -1.8073
H 2.2576 -5.3095 -1.4827
H 1.2115 -6.6372 -0.9328
H 1.6201 -5.2694 0.1400
H -0.0158 -2.3697 -1.9252
H 1.1682 -3.1276 -2.8185
H 1.5022 -2.8749 -1.0624
C -5.3595 1.5342 1.1986
S -5.5022 -0.2442 1.4725
O -5.0626 -0.7893 0.1306
C -4.0089 -0.4480 2.5072
H -4.4210 1.8395 0.7399
H -5.4466 2.1388 2.1092
H -6.2274 1.8399 0.6139
H -3.8184 -1.5117 2.6368
H -4.1323 0.0005 3.4952
H -3.1618 0.0414 2.0281
```

---

2.
Density functional theory data (ωB97M-V/def2-TZVPD) for a molecular structure, C4H3Br2F in a non-equilibrium geometry.

The HOMO-LUMO gap (spin up / spin down) is 5.8 / 8.0 eV. Its relative energy (zero: lowest compared OMol25 entry of this formula, charge and spin) is 134.8 kcal per mole. Its LUMO energy (spin up / spin down) is -0.07489 / -0.02537 Eh. For the HOMO energy (spin up / spin down), the calculation gives -0.28809 / -0.31758 Eh. The value obtained for the largest force on an atom is 4.347 eV/A. As for the total energy: -5401.81959 a.u.

XYZ file:
```
10
C4H3Br2F (ωB97M-V/def2-TZVPD)
C -0.1675 1.6853 -0.3180
C -0.7511 0.5173 -0.2034
C -0.3610 -0.6349 -1.0504
C 1.1285 -2.4035 1.2291
F 0.9192 -0.6489 -1.6061
Br -0.3485 -2.3824 -0.0582
Br 0.9400 -0.7964 2.2104
H -0.5592 2.6028 0.3465
H 0.7489 1.8904 -0.9419
H -1.5491 0.1703 0.3920
```